Record 1
{"formula": "C5H10S", "method": "ωB97M-V with the def2-TZVPD basis set", "elements": ["C", "S", "C", "C", "C", "C", "H", "H", "H", "H", "H", "H", "H", "H", "H", "H"], "positions_angstrom": [[2.510, -0.145, 0.362], [1.312, -0.195, -1.035], [-0.407, 0.014, -0.355], [-0.834, 1.487, -0.215], [-1.426, -0.961, -0.847], [-0.970, -0.922, 0.607], [2.904, 0.884, 0.604], [3.340, -0.881, 0.173], [1.876, -0.430, 1.180], [-0.678, 2.136, -1.127], [-1.798, 1.558, 0.156], [-0.235, 1.940, 0.604], [-2.321, -0.307, -1.012], [-1.160, -1.785, -1.431], [-0.537, -1.828, 0.913], [-1.576, -0.565, 1.425]], "forces_ev_per_a": [[0.02, 0.70, -0.23], [-0.30, -0.07, -0.12], [2.46, 1.29, -0.74], [2.81, 0.27, -0.40], [-1.65, 3.14, 1.46], [-1.07, -0.47, 0.28], [-0.29, -1.07, -0.57], [-0.97, 0.80, 0.22], [0.18, -0.47, 0.77], [-0.26, -1.04, 0.87], [-2.26, 0.06, 0.33], [-0.01, -0.17, -0.53], [0.40, -1.58, -0.45], [0.13, -0.93, -0.84], [1.30, -0.85, 0.15], [-0.47, 0.41, -0.22]], "lowdin_charge": [-0.40, 0.82, -0.78, -0.09, -0.11, -0.15, 0.04, 0.04, 0.00, 0.10, 0.04, 0.09, 0.12, 0.08, 0.09, 0.10], "e_lumo_ev": 1.01, "gap_ha": 0.3487, "smiles": "CSC1(C)CC1", "de_lowest_kcal_mol": 37.3, "e_homo_ev": -8.47, "largest_force_ha_per_bohr": 0.0746, "charge": 0}

Record 2
{"formula": "C5H6N", "method": "ωB97M-V with the def2-TZVPD basis set", "elements": ["C", "C", "C", "C", "C", "N", "H", "H", "H", "H", "H", "H"], "positions_angstrom": [[1.745, 0.354, 0.066], [-0.289, -1.271, 0.204], [-0.701, -0.227, -0.821], [0.707, -0.373, -0.370], [-0.196, -0.088, 1.129], [-1.155, 0.704, 0.226], [2.392, -0.035, 0.840], [2.056, 1.265, -0.428], [-0.336, -2.331, 0.315], [-1.117, -0.280, -1.812], [-0.981, 1.711, 0.118], [-2.124, 0.570, 0.534]], "forces_ev_per_a": [[0.23, -0.02, 0.12], [0.36, 1.01, -0.14], [0.30, -0.13, -0.73], [-0.87, -0.57, -0.73], [0.55, -0.52, 1.87], [-0.63, 0.78, -0.57], [-0.04, -0.06, 0.08], [-0.12, 0.18, 0.05], [0.06, -0.33, 0.18], [-0.06, -0.01, -0.19], [0.05, -0.29, 0.01], [0.17, -0.05, 0.04]], "lowdin_charge": [0.21, -0.05, -0.10, -0.22, 0.13, 0.11, 0.12, 0.12, 0.15, 0.16, 0.19, 0.19], "e_lumo_ev": -4.71, "gap_ha": 0.3512, "de_lowest_kcal_mol": 147.3, "e_homo_ev": -14.27, "largest_force_ha_per_bohr": 0.0393, "charge": 1}

Record 3
{"formula": "C6H5BrO2", "method": "ωB97M-V with the def2-TZVPD basis set", "elements": ["C", "C", "C", "C", "C", "Br", "O", "C", "O", "H", "H", "H", "H", "H"], "positions_angstrom": [[0.899, -1.848, -1.129], [0.967, -1.056, -0.255], [0.672, -0.211, 0.806], [0.502, 1.301, 0.498], [0.302, 1.651, -0.764], [0.040, 3.439, -1.308], [-0.576, -0.737, 1.430], [-1.642, -0.893, 0.651], [-1.937, -0.459, -0.423], [1.128, -2.499, -1.894], [1.395, -0.321, 1.641], [0.319, 2.176, 1.119], [0.352, 0.892, -1.577], [-2.422, -1.435, 1.205]], "forces_ev_per_a": [[0.76, -0.38, -0.58], [0.16, -0.04, -0.66], [-0.99, 2.66, 3.44], [-0.67, -0.03, -1.55], [0.63, -1.11, -0.93], [-0.06, -0.27, 0.03], [0.95, 0.24, -0.34], [-2.15, 0.09, 0.48], [1.16, 0.16, -0.34], [-0.07, -1.06, -1.15], [-0.36, 0.00, -0.52], [0.48, -0.93, 1.24], [-0.17, 0.97, 0.49], [0.33, -0.29, 0.38]], "lowdin_charge": [0.19, -0.12, -0.27, -0.13, -0.61, 0.70, 0.01, -0.37, 0.09, 0.03, 0.16, 0.10, 0.07, 0.14], "e_lumo_ev": 0.85, "gap_ha": 0.3825, "smiles": "C#C[C@@H](/C=C/Br)OC=O", "de_lowest_kcal_mol": 56.3, "e_homo_ev": -9.56, "largest_force_ha_per_bohr": 0.0866, "charge": 0}